Formula: C22H30Cl33NO6
Source: the Open Molecules 2025 dataset
Level of theory: ωB97M-V/def2-TZVPD

The geometry in XYZ format:
```
92
C22H30Cl33NO6, DFT ωB97M-V/def2-TZVPD
C 0.0786 0.7394 1.4336
C -0.8187 -0.3250 0.5470
O -0.7840 -1.7053 1.0584
C -0.0143 -2.6014 0.1542
C 1.5795 -2.1421 0.3328
O 2.5368 -3.1228 -0.1960
C 3.9015 -2.9153 0.3094
C 4.3521 -1.3525 0.4974
O 5.6695 -1.3432 -0.2230
C 6.8214 -1.1974 0.7284
O 8.0799 -0.8410 0.4197
O 6.2208 -1.4741 2.0762
C 4.9101 -0.8079 1.9371
C 3.9156 -0.6537 3.2251
C 3.2737 -2.0479 3.7960
C 4.2886 -2.7146 4.8977
N 4.2147 -2.3876 6.3920
O 5.2095 -3.6247 4.5322
H -0.4809 1.7619 1.6329
H 1.0292 0.9977 0.7726
H 0.4877 0.2441 2.4171
H -1.9315 0.1002 0.5655
H -0.4458 -0.2983 -0.5690
H -0.3291 -2.4667 -0.9867
H -0.1481 -3.7356 0.4282
H 1.7242 -1.8546 1.4573
H 1.6887 -1.1689 -0.3486
H 4.0676 -3.5882 1.2815
H 4.6281 -3.3988 -0.5057
H 3.7927 -0.4948 -0.0682
H 5.2193 0.3191 1.6915
H 3.0812 0.1800 3.0404
H 4.5826 -0.2084 4.1096
H 2.9448 -2.8211 2.9821
H 2.2785 -1.7660 4.3926
H 4.8624 -1.5766 6.6164
H 4.6028 -3.1850 6.9642
Cl 1.4921 2.9954 -1.9108
C 1.1448 1.4160 -2.6353
Cl 2.2905 0.1977 -2.0501
Cl -0.5206 0.9233 -2.2841
H 1.2572 1.5021 -3.7191
Cl 9.2016 -4.7686 3.2864
C 9.3217 -3.3295 2.2596
Cl 10.6950 -2.3252 2.7544
Cl 9.4711 -3.7919 0.5557
H 8.4064 -2.7442 2.3786
Cl -2.7608 3.5318 -1.0978
C -4.1117 2.4021 -1.2941
Cl -4.6054 2.3120 -2.9934
Cl -3.6725 0.7961 -0.6878
H -4.9575 2.7717 -0.7088
Cl -5.9454 5.1173 -0.1006
C -5.8253 6.5564 -1.1274
Cl -4.4520 7.5608 -0.6327
Cl -5.6759 6.0940 -2.8314
H -6.7406 7.1418 -1.0084
Cl 3.5866 -6.8196 6.0774
C 5.3047 -6.7109 6.4968
Cl 5.5506 -5.5568 7.8185
Cl 5.9396 -8.3055 6.9371
H 5.8511 -6.3527 5.6206
Cl -8.9271 -0.2463 0.7930
C -7.7612 0.0114 -0.5162
Cl -8.4796 -0.4085 -2.0806
Cl -7.1940 1.6900 -0.5226
H -6.9017 -0.6419 -0.3455
Cl -10.1175 6.2693 -6.3859
C -8.3993 6.3780 -5.9665
Cl -8.1534 7.5322 -4.6448
Cl -7.7644 4.7834 -5.5262
H -7.8529 6.7363 -6.8427
Cl -3.3515 -6.3495 -0.0818
C -1.7602 -6.9967 0.3525
Cl -0.4736 -5.9226 -0.2224
Cl -1.6403 -7.2286 2.1051
H -1.6397 -7.9687 -0.1325
Cl 2.3583 6.2249 -1.7396
C 2.2430 6.3224 0.0258
Cl 0.5579 6.1600 0.5490
Cl 3.2525 5.0795 0.7847
H 2.6086 7.3029 0.3412
Cl -5.4011 -1.5724 -1.9953
C -5.7484 -3.1517 -2.7197
Cl -4.6027 -4.3700 -2.1346
Cl -7.4138 -3.6444 -2.3685
H -5.6360 -3.0657 -3.8035
Cl -6.3514 7.9163 -10.2347
C -5.3200 7.9551 -8.7944
Cl -5.2321 9.5979 -8.1362
Cl -5.9204 6.8251 -7.5687
H -4.3124 7.6458 -9.0839
```

The multiplicity is 1. Its HOMO energy is -0.348 hartree. As for the SMILES: CCOCCOC[C@@H]1OC(=O)O[C@@H]1CCC(N)=O.ClC(Cl)Cl.ClC(Cl)Cl.ClC(Cl)Cl.ClC(Cl)Cl.ClC(Cl)Cl.ClC(Cl)Cl.ClC(Cl)Cl.ClC(Cl)Cl.ClC(Cl)Cl.ClC(Cl)Cl.ClC(Cl)Cl.

For each atom in turn, the Löwdin charge in e is: number 1, C, carries -0.08; number 2, C, carries -0.30; number 3, O, carries -0.21; number 4, C, carries -0.15; number 5, C, carries -0.18; number 6, O, carries -0.19; number 7, C, carries -0.10; number 8, C, carries -0.15; number 9, O, carries -0.06; number 10, C, carries -0.21; number 11, O, carries 0.01; number 12, O, carries -0.03; number 13, C, carries -0.22; number 14, C, carries -0.10; number 15, C, carries -0.11; number 16, C, carries -0.29; number 17, N, carries 0.05; number 18, O, carries -0.07; number 19, H, carries 0.09; number 20, H, carries 0.06; number 21, H, carries 0.08; number 22, H, carries 0.03; number 23, H, carries -0.01; number 24, H, carries 0.15; number 25, H, carries 0.04; number 26, H, carries 0.12; number 27, H, carries 0.02; number 28, H, carries 0.15; number 29, H, carries 0.16; number 30, H, carries 0.12; number 31, H, carries 0.17; number 32, H, carries 0.13; number 33, H, carries 0.14; number 34, H, carries 0.11; number 35, H, carries 0.13; number 36, H, carries 0.10; number 37, H, carries 0.03; number 38, Cl, carries 0.52; number 39, C, carries -1.44; number 40, Cl, carries 0.63; number 41, Cl, carries 0.59; number 42, H, carries 0.03; number 43, Cl, carries 0.51; number 44, C, carries -1.54; number 45, Cl, carries 0.52; number 46, Cl, carries 0.53; number 47, H, carries -0.01; number 48, Cl, carries 0.51; number 49, C, carries -1.55; number 50, Cl, carries 0.52; number 51, Cl, carries 0.55; number 52, H, carries -0.11; number 53, Cl, carries 0.55; number 54, C, carries -1.50; number 55, Cl, carries 0.53; number 56, Cl, carries 0.50; number 57, H, carries 0.02; number 58, Cl, carries 0.52; number 59, C, carries -1.53; number 60, Cl, carries 0.53; number 61, Cl, carries 0.52; number 62, H, carries 0.01; number 63, Cl, carries 0.53; number 64, C, carries -1.54; number 65, Cl, carries 0.50; number 66, Cl, carries 0.55; number 67, H, carries -0.05; number 68, Cl, carries 0.53; number 69, C, carries -1.59; number 70, Cl, carries 0.50; number 71, Cl, carries 0.51; number 72, H, carries -0.12; number 73, Cl, carries 0.50; number 74, C, carries -1.51; number 75, Cl, carries 0.58; number 76, Cl, carries 0.53; number 77, H, carries 0.02; number 78, Cl, carries 0.50; number 79, C, carries -1.53; number 80, Cl, carries 0.51; number 81, Cl, carries 0.51; number 82, H, carries 0.02; number 83, Cl, carries 0.53; number 84, C, carries -1.49; number 85, Cl, carries 0.50; number 86, Cl, carries 0.52; number 87, H, carries 0.02; number 88, Cl, carries 0.53; number 89, C, carries -1.50; number 90, Cl, carries 0.53; number 91, Cl, carries 0.60; number 92, H, carries 0.02